1.
ORCA calculation (ωB97M-V/def2-TZVPD) on a structure of composition C37H58Br48IN3O3P.

Geometry as XYZ:
```
151
C37H58Br48IN3O3P, DFT ωB97M-V/def2-TZVPD
I 0.11742 2.38269 4.44362
Br 5.48744 0.43635 -1.80912
Br 1.02883 -3.45211 0.31691
Br 0.33908 4.16587 -3.03061
Br 7.93928 -3.37275 4.18217
Br -4.32963 -8.14923 1.56065
Br -6.90561 -3.80699 1.35639
Br 11.96128 9.27005 -4.05457
Br 7.28778 2.88543 -0.81859
Br 5.41054 7.94481 4.80649
Br 5.55867 -0.81500 -8.47151
Br 5.36392 -3.80879 -13.44212
Br 11.01864 10.30006 -1.18100
Br 2.19666 -9.92665 1.25404
Br -2.86262 6.46474 -1.50448
Br 4.53312 -8.81725 -0.63477
Br -1.19289 -8.74744 1.47126
Br 10.04731 7.11168 1.92558
Br 0.40515 -12.49796 1.91948
Br 6.50608 -4.32049 1.48603
Br 13.65479 8.51285 -1.45336
Br 3.06940 -2.00130 -1.65604
Br -3.27413 -11.03502 0.67824
Br 11.16262 -6.12595 3.74641
Br 8.27230 -3.13187 -12.30540
Br 7.67886 1.70530 -3.76578
Br 0.07433 -10.71631 4.55510
Br 5.90113 -1.01681 -11.98772
Br 7.50968 5.62980 5.47067
Br -1.51471 5.16255 1.08383
Br 7.26682 -1.57983 -5.87855
Br 10.81136 -4.32148 6.35930
Br 10.38106 5.40569 -0.75990
Br 2.07334 6.32452 -4.61838
Br -6.95020 -6.32249 -0.60978
Br -4.94598 -2.04085 -7.12193
Br -1.26985 -13.60929 4.39924
Br -3.20046 0.42152 -6.04339
Br 8.92828 4.12156 1.77827
Br 3.14780 -5.18057 -1.33355
Br 6.55820 -6.25089 4.02928
Br 3.13289 3.32525 -4.34474
Br 4.08876 -7.54553 2.26153
Br 4.64021 0.22821 -5.59365
Br -2.64506 -0.78850 -8.95493
Br -4.60146 5.98980 1.12294
Br -5.71411 -3.55091 -1.60290
Br 8.31280 8.68783 5.91894
Br 9.60073 -7.27550 6.28777
P -6.93569 2.83394 1.90015
O -3.81494 1.22194 -0.82239
O -1.05990 2.39467 -5.58248
O -0.98572 0.62613 -4.24269
N -6.56360 0.27659 2.63648
N -5.61641 0.85002 0.50040
N -3.65295 0.59189 3.10470
C -3.02944 -0.28796 2.05234
C 2.04815 -3.59970 -1.31838
C 10.28335 5.35190 1.16665
C 6.37252 -2.88627 -12.08086
C 11.90050 8.89258 -2.16340
C -1.42483 -0.69850 0.19240
C -2.94852 -9.48444 1.77683
C 3.24870 -8.38887 0.74295
C 1.58280 4.46539 -4.47816
C -8.64048 2.37676 1.32092
C 0.20910 -12.50421 3.84103
C -2.97318 2.29010 -4.17128
C 7.27503 7.44730 4.86862
C -7.03382 -4.40320 -0.48052
C -1.41883 0.34975 -2.88979
C -6.47214 -0.18623 -0.06315
C -5.80012 1.27988 1.86564
C -0.51146 -0.67098 -2.15832
C -1.60727 1.74867 -4.72836
C -5.29982 3.02025 -0.98656
C -1.80234 0.30583 1.31900
C -2.85059 6.39495 0.41955
C -4.87122 1.65953 -0.40897
C -1.99678 2.43154 3.87105
C 5.50957 -1.18787 -6.57877
C -4.48237 1.72614 2.59709
C -7.18463 3.39694 3.67790
C -6.56713 4.81988 3.83762
C -0.22533 -0.18580 -0.68891
C 7.49079 -4.87167 3.05386
C -5.73529 -0.84811 3.09601
C -2.66466 3.52019 4.77054
C 11.01032 -6.11235 5.67278
C -4.57276 -0.27430 3.93367
C -2.54195 0.99825 4.06269
C 6.43411 2.04011 -2.32881
C -3.97150 -0.44133 -7.59890
H 8.42362 -5.30029 2.70987
H -6.36935 -1.45715 3.77061
H -8.00695 -4.10047 -0.84477
H -5.46896 4.71492 3.77723
H 2.56308 -7.66475 0.32027
H 1.33657 -3.69875 -2.12841
H -3.54261 2.74691 -4.98666
H -2.44842 -0.05169 -2.91211
H -6.86084 5.29753 4.79052
H -4.88205 3.77909 -0.28959
H -5.40308 -1.53644 2.30286
H -4.78566 3.20147 -1.94481
H -3.73038 -0.65909 1.29292
H 7.65152 7.49583 3.85453
H -2.57935 7.38057 0.77580
H -1.08854 -1.65999 0.63484
H -0.11271 0.90851 -0.63136
H 1.10900 -12.94343 4.25135
H -2.65904 -1.18456 2.58920
H 5.69486 2.73588 -2.70614
H -2.01807 1.30072 0.89481
H -3.61410 1.53698 -3.69492
H -6.03027 -1.18386 0.15089
H -2.73700 3.09136 -3.43989
H -2.98093 -9.81259 2.80833
H -7.51242 -0.22031 0.28517
H -4.68669 0.25117 -8.02322
H 4.91086 -2.07927 -6.44571
H 6.10415 -3.32869 -11.13010
H -2.70255 4.47499 4.21659
H -9.20492 2.00838 2.20250
H 11.93873 -6.50331 6.06758
H -0.91509 0.37816 1.97668
H -9.19827 3.25096 0.94328
H -7.00419 0.70683 3.44158
H -2.29559 -0.91780 -0.44881
H 0.46744 -0.83084 -2.63908
H 0.71068 -0.68646 -0.39784
H -1.04813 -1.63925 -2.15620
H -6.88800 5.50269 3.03431
H -1.97102 2.77109 2.82469
H -2.00879 3.70723 5.63633
H -3.65202 3.23541 5.17129
H 11.23485 4.97918 1.52283
H -6.75761 2.68884 4.41692
H -1.76778 0.21548 4.05797
H -5.02056 0.30330 4.76315
H -8.67781 1.58343 0.56109
H -1.36142 1.30080 -2.32953
H -3.91319 2.41734 1.94588
H -3.97356 -1.07718 4.39330
H -6.38928 3.14965 -1.05271
H 11.30595 7.99715 -2.03662
H -6.45314 -0.10853 -1.16705
H -4.73419 2.33660 3.48464
H -8.26545 3.49693 3.90043
H -2.97074 0.95281 5.08250
H 1.07026 4.19835 -5.39481
```

LUMO energy: -2.28 eV
HOMO: -10.83 eV
charge: +1
gap between HOMO and LUMO: 0.3142 hartree

2.
ORCA calculation (ωB97M-V/def2-TZVPD) on a structure of composition C38H82AuBrPSi3Te.

Geometry as XYZ:
```
127
C38H82AuBrPSi3Te, DFT ωB97M-V/def2-TZVPD
Au -0.17339 -1.38269 1.03901
Te 1.97499 -2.07615 -0.33803
Br 0.13567 1.01693 -2.02144
P -1.93884 -0.37435 2.22154
Si 2.48038 -4.43093 2.28512
Si 0.52112 2.05742 -4.03331
Si 5.03313 -0.58192 -0.51091
C 3.53533 -0.95520 0.61636
C -3.55457 1.75165 -0.99471
C -2.65968 -2.65700 3.69659
C -2.16922 1.19879 -4.61183
C -2.07938 0.99614 4.79478
C 0.92732 4.33521 -2.30738
C -3.26499 0.51346 -0.13356
C 0.09842 -0.14385 4.13548
C 5.36879 -2.06175 -1.62948
C 1.51632 3.63622 -3.54164
C 2.62477 -3.97708 0.43593
C 0.65851 -4.44017 2.75747
C 2.97002 3.28149 -3.19926
C -3.87920 1.70732 2.01568
C 3.40861 -3.24212 3.41625
C -1.82022 0.16076 6.04721
C -4.87182 2.38202 1.05592
C 1.52423 4.62631 -4.71759
C -1.13783 2.77367 -6.24002
C 1.53093 0.73578 -5.01254
C 3.19089 -6.16491 2.46284
C -4.13480 2.91345 -0.16922
C -4.92114 -3.27302 2.31231
C 0.60780 0.54759 5.39785
C -5.12392 -3.28313 3.82492
C -1.89435 3.58741 -4.01647
C -0.38754 0.36659 6.55906
C 2.63980 0.09383 -4.16699
C 2.17630 1.39904 -6.24067
C 0.62028 -0.40050 -5.49707
C -3.24611 -1.46146 2.94074
C 4.57916 0.91791 -1.55404
C -2.76963 0.96144 1.24757
C 6.47313 -0.24630 0.65435
C -1.23404 2.40988 -4.74928
C -4.22335 -1.97687 1.86515
C -1.16428 0.57708 3.62054
C -3.76392 -3.30398 4.54666
H -0.10947 -1.19480 4.35866
H 2.90401 2.16069 -5.95538
H 1.58442 0.15014 5.67671
H 0.53180 -4.78824 3.78535
H 3.35999 -3.61897 4.44029
H 0.86522 -0.13122 3.35573
H 2.23662 -0.40730 -3.28557
H 0.52598 5.00543 -4.93779
H 4.26491 -6.19241 2.27059
H -2.62684 2.07303 -1.46569
H -4.16933 -0.08279 -0.03476
H 2.70446 0.64832 -6.83571
H 3.56060 0.81679 -1.93734
H -0.10120 4.65905 -2.45564
H -1.85606 0.36121 -5.23172
H 1.52576 5.22404 -2.08556
H -3.84736 -2.77038 5.49632
H -0.74477 1.94830 -6.83626
H -2.24315 0.84875 -3.58266
H -4.24989 1.47259 -1.78871
H 0.08263 -5.10220 2.10607
H -2.13635 3.00525 -6.62191
H -1.35937 4.52229 -4.18042
H -5.71630 -4.14939 4.11927
H 6.16038 -1.83766 -2.34616
H -4.97901 -1.21279 1.67512
H -0.50757 3.64812 -6.41357
H -1.88069 2.04408 5.03331
H -1.99066 -0.89535 5.82495
H 5.68293 -2.94133 -1.06265
H -0.82360 1.48388 3.10831
H 0.74098 1.61050 5.17870
H -3.33000 3.57338 0.16936
H 4.46494 -3.16180 3.15013
H -3.42390 2.47045 2.64996
H -2.53465 0.43748 6.82348
H 2.06692 -4.71253 -0.14819
H 2.15224 5.48782 -4.47301
H -1.96520 3.41323 -2.94190
H -1.93140 1.64412 1.05543
H -0.10040 -0.48866 7.17334
H 3.02748 -6.53055 3.47861
H -4.42901 1.02258 2.66497
H 4.63113 1.84120 -0.97363
H -1.83498 -2.35771 4.34494
H -5.69662 -2.39789 4.11540
H 3.02237 2.56628 -2.37513
H 2.97533 -2.23954 3.41643
H 4.47546 -2.32639 -2.20077
H 0.95898 3.68919 -1.42998
H -0.34932 1.24542 7.20495
H -5.38397 3.19066 1.57830
H -3.47956 -4.33248 4.77572
H -3.13276 0.93990 4.52509
H 1.43211 1.86763 -6.88781
H 3.38831 0.81573 -3.84412
H 3.50806 2.87505 -4.05605
H 6.71579 -1.12986 1.24837
H -3.78981 -0.84953 3.66579
H 6.23253 0.56591 1.34367
H 3.15034 -0.66353 -4.77026
H 7.37457 0.04276 0.11103
H -5.87846 -3.36282 1.79836
H 3.49611 4.18730 -2.88370
H -0.11014 -0.05635 -6.22926
H 2.71157 -6.86584 1.77680
H -2.91245 3.72124 -4.39391
H -2.50438 -0.09894 -0.62633
H -5.63737 1.67006 0.73620
H 0.22378 -3.44068 2.69288
H -4.80382 3.51329 -0.78649
H 3.66795 -4.04330 0.11695
H 0.09201 -0.87613 -4.66749
H -3.17395 1.48771 -4.93531
H 3.08762 -0.02589 0.97073
H 1.92538 4.17453 -5.62802
H -2.25832 -3.37351 2.97797
H -3.69043 -2.16114 0.92813
H 5.24976 1.02391 -2.40852
H 1.23205 -1.16619 -5.98311
H 3.83883 -1.53469 1.48648
H -4.32349 -4.14251 2.02776
```

LUMO energy: -2.38 eV
HOMO: -11.38 eV
charge: +1
gap between HOMO and LUMO: 0.3305 hartree

3.
ORCA calculation (ωB97M-V/def2-TZVPD) on a cluster of 2 separate species, C7H7BrCl2Si in total.

Geometry as XYZ:
```
18
C7H7BrCl2Si, DFT ωB97M-V/def2-TZVPD
Br 5.77859 1.08609 0.45471
Cl 4.99429 -2.20505 0.36899
Cl 3.44347 -0.15518 -1.68926
Si 4.26446 -0.38818 0.15952
C -0.18688 -1.83181 1.40600
C 0.86381 -2.19147 0.55188
C -2.07308 1.14038 0.18706
C 0.75080 -1.44690 -0.62492
C -0.10163 -0.25802 -0.68329
C -1.14353 0.03419 0.22680
C -0.92307 -0.81829 1.27468
H 1.33996 -3.07230 0.63201
H 3.08314 -0.32782 1.16154
H -0.04720 0.29694 -1.58166
H 1.52059 -1.71626 -1.31646
H -1.93957 1.88111 0.96171
H -2.16599 1.57603 -0.89552
H -3.04586 0.73810 0.31627
```

LUMO energy: 0.25 eV
SMILES: Cl[SiH](Cl)Br.Cc1c#cccc1
HOMO: -9.35 eV
relative energy (zero: lowest compared OMol25 entry of this formula, charge and spin): 50.5 kcal/mol
charge: 0
gap between HOMO and LUMO: 0.3529 hartree

4.
ORCA calculation (ωB97M-V/def2-TZVPD) on a structure of composition C24H18AsBrCl5F8N2O3Ti.

Geometry as XYZ:
```
63
C24H18AsBrCl5F8N2O3Ti, DFT ωB97M-V/def2-TZVPD
Br 5.66442 -1.68472 -1.01415
As -2.43765 3.11536 -0.62160
Ti -0.00526 0.38096 -0.30503
Cl -3.34223 3.61390 4.85944
Cl -3.70738 0.84576 3.43993
Cl 1.43321 1.19899 1.77084
Cl -0.37128 4.38073 5.80381
Cl 1.92386 3.59519 3.72049
F -3.49581 1.99478 0.15422
F -1.03168 2.25651 0.17551
F -0.96847 -1.40536 3.90822
F -3.76619 3.94341 -1.35364
F -2.30085 2.04853 -1.97724
F -2.49383 4.12672 0.77189
F -0.14795 -1.05347 1.91307
F -1.28976 4.17553 -1.35002
O 3.13724 -0.19487 -0.36314
O 1.16745 -1.25223 -0.42483
O -1.57027 -0.51755 -0.49196
N 3.01910 5.52215 -2.61754
N 0.80928 1.32583 -1.89303
C -3.78879 -1.34514 -0.43631
C 4.42583 -2.86264 -0.18896
C -1.96030 2.70937 4.31218
C 1.87815 3.22452 -2.89563
C 2.49220 4.50115 -2.71497
C 0.39208 2.74314 3.75143
C -0.66128 3.26705 4.48678
C -2.28011 -1.74755 -2.39780
C 1.23944 1.36907 -4.27762
C -2.35290 -1.61588 -0.87736
C 2.45261 -1.20260 -0.30979
C 2.26656 -3.52510 0.57484
C -1.81160 -2.87977 -0.21100
C 3.08289 -2.54763 0.00311
C 1.37971 2.55826 -1.81082
C 4.10251 -5.04972 0.75896
C -2.10326 1.52819 3.63735
C 4.93079 -4.10369 0.18030
C 0.22547 1.57575 3.04683
C 2.76075 -4.75884 0.95739
C -0.99946 0.84474 3.08425
C 0.78018 0.73845 -3.15681
C -1.12712 -0.59650 2.77832
C 1.80082 2.64782 -4.20759
H 1.43164 3.00350 -0.82444
H -1.24927 -1.94458 -2.70141
H 2.10073 -5.48760 1.41058
H 1.17058 0.84983 -5.22606
H -3.82196 -1.17081 0.64068
H -0.75896 -3.00327 -0.46910
H 5.97687 -4.31724 0.00827
H 0.36778 -0.26085 -3.19624
H -2.36766 -3.75979 -0.54515
H -2.60623 -0.81518 -2.86064
H 4.50890 -6.01060 1.05056
H -2.09100 -0.85950 2.34777
H 1.22620 -3.27327 0.72806
H -2.91031 -2.56770 -2.75208
H -1.89377 -2.80179 0.87471
H 2.16615 3.17722 -5.07354
H -4.16912 -0.45013 -0.92776
H -4.43170 -2.19685 -0.67653
```

spin multiplicity: 2
LUMO energy (spin up / spin down): 3.65 / 3.25 eV
HOMO (spin up / spin down): 0.94 / 1.12 eV
relative energy (zero: lowest compared OMol25 entry of this formula, charge and spin): 42.0 kcal/mol
charge: -2
gap between HOMO and LUMO (spin up / spin down): 0.0996 / 0.0780 hartree

Table of energy (Ha), in record order: -126025.8329; -5684.6742; -4054.8131; -10019.9960